Arrangement w

DFT (the ωB97M-V functional and the def2-TZVPD basis) results for a gas-phase ion, BrHNO2S (charge -1).

Computed properties:
lowest unoccupied orbital energy	3.51	eV
highest occupied orbital energy	-3.7	eV
charge	-1
spin multiplicity	1

Geometry (Å):
N1 -0.67 0.75 0.00
O1 1.07 -0.83 1.37
O2 1.80 -0.25 -0.78
S1 0.67 -0.78 -0.03
Br1 -2.26 0.30 0.45
H1 -0.61 0.81 -1.01

Arrangement x

DFT (the ωB97M-V functional and the def2-TZVPD basis) results for a gas-phase ion, BrHNO2S (charge -1).

Computed properties:
lowest unoccupied orbital energy	3.39	eV
highest occupied orbital energy	-3.8	eV
charge	-1
spin multiplicity	1

Geometry (Å):
N1 -0.15 0.96 0.03
O1 -1.42 -1.50 0.38
O2 0.97 -1.36 0.59
S1 -0.20 -0.98 -0.23
Br1 0.12 2.13 -1.38
H1 0.67 0.75 0.61

Order from most stable to least stable according to the calculation: arrangement x, arrangement w

Arrangement w

DFT (the ωB97M-V functional and the def2-TZVPD basis) results for a single Cl3H3Si2 molecule.

Computed properties:
lowest unoccupied orbital energy	-0.57	eV
highest occupied orbital energy	-10.6	eV
SMILES string	Cl[SiH2][SiH](Cl)Cl
spin multiplicity	1

Geometry (Å):
Cl1 -2.63 0.34 1.03
Si1 -0.49 -0.74 0.77
Si2 0.61 0.58 -0.79
Cl2 1.73 -0.63 -1.98
Cl3 1.88 1.86 0.12
H1 0.01 -0.71 2.14
H2 -0.88 -2.09 0.39
H3 -0.22 1.39 -1.69

Arrangement x

DFT (the ωB97M-V functional and the def2-TZVPD basis) results for 2 unconnected molecules or ions with the total composition Cl3H3Si2.

Computed properties:
lowest unoccupied orbital energy	-1.57	eV
highest occupied orbital energy	-9.7	eV
spin multiplicity	1

Geometry (Å):
Si1 0.90 -0.93 0.18
Si2 -0.25 1.19 -0.24
Cl1 0.45 -1.71 2.01
Cl2 -1.29 2.05 1.26
Cl3 -2.62 -0.05 -1.50
H1 2.38 -0.75 0.35
H2 0.24 -2.01 -0.78
H3 0.19 2.21 -1.28

Order from most stable to least stable according to the calculation: arrangement w, arrangement x

Arrangement w

DFT (the ωB97M-V functional and the def2-TZVPD basis) results for a single C2H5NOS2 molecule.

Computed properties:
lowest unoccupied orbital energy	0.16	eV
highest occupied orbital energy	-8.7	eV
SMILES string	COC(=S)NS
spin multiplicity	1

Geometry (Å):
C1 1.35 1.16 -0.14
O1 0.04 0.64 0.32
C2 0.03 -0.67 0.14
S1 1.30 -1.82 -0.11
N1 -1.18 -1.21 0.47
S2 -2.75 -0.57 -0.15
H1 1.96 1.20 0.86
H2 1.03 2.24 -0.50
H3 1.90 0.34 -0.80
H4 -1.16 -2.16 0.29
H5 -2.50 0.84 -0.38

Arrangement x

DFT (the ωB97M-V functional and the def2-TZVPD basis) results for a single C2H5NOS2 molecule.

Computed properties:
lowest unoccupied orbital energy	0.22	eV
highest occupied orbital energy	-8.4	eV
SMILES string	COC(=S)NS
spin multiplicity	1

Geometry (Å):
C1 0.85 -0.92 0.67
O1 -0.48 -0.77 0.84
C2 -1.07 0.32 0.50
S1 -2.41 0.80 1.43
N1 -0.63 0.98 -0.59
S2 -0.11 0.20 -2.05
H1 1.40 0.00 0.40
H2 0.91 -1.72 -0.12
H3 1.35 -1.33 1.53
H4 -1.06 1.96 -0.80
H5 1.25 0.47 -1.80

Order from most stable to least stable according to the calculation: arrangement x, arrangement w

Arrangement w

DFT (the ωB97M-V functional and the def2-TZVPD basis) results for a single C5H5N3 molecule.

Computed properties:
lowest unoccupied orbital energy	0.55	eV
highest occupied orbital energy	-9.1	eV
SMILES string	[H]/N=C1/CN=C(C#C)N1
spin multiplicity	1

Geometry (Å):
H1 2.15 1.12 -1.82
N1 2.30 1.13 -0.82
C1 1.29 0.62 -0.22
C2 1.23 0.12 1.20
N2 -0.08 -0.54 1.29
C3 -0.70 -0.36 0.20
C4 -2.02 -0.88 -0.03
C5 -3.17 -1.25 -0.28
N3 0.02 0.40 -0.72
H2 1.38 0.84 1.97
H3 2.00 -0.60 1.55
H4 -4.07 -1.51 -0.75
H5 -0.33 0.90 -1.56

Arrangement x

DFT (the ωB97M-V functional and the def2-TZVPD basis) results for a single C5H5N3 molecule.

Computed properties:
lowest unoccupied orbital energy	0.77	eV
highest occupied orbital energy	-9.8	eV
SMILES string	N#C[C@@H]1[C@@H]2CC=NN12
spin multiplicity	1

Geometry (Å):
N1 -0.12 2.44 -0.01
C1 -0.83 1.49 0.18
C2 -1.37 0.27 0.55
C3 -0.27 -0.67 0.63
C4 1.09 -0.53 0.26
C5 0.94 -0.29 -1.18
N2 -0.25 -0.20 -1.53
N3 -1.21 -0.62 -0.51
H1 -2.37 0.37 1.05
H2 -0.48 -1.38 1.33
H3 1.43 0.49 0.45
H4 1.80 -1.26 0.68
H5 1.65 -0.10 -1.89

Arrangement y

DFT (the ωB97M-V functional and the def2-TZVPD basis) results for a molecular structure, C5H5N3.

Computed properties:
lowest unoccupied orbital energy	0.34	eV
highest occupied orbital energy	-8.5	eV
spin multiplicity	1

Geometry (Å):
C1 1.38 -0.21 1.31
C2 0.96 -1.16 0.24
C3 0.09 -0.38 -0.47
C4 -1.53 0.90 -1.21
C5 0.00 0.86 0.15
H1 2.53 0.05 1.76
H2 0.47 -0.61 2.21
H3 1.07 -2.34 0.21
H4 -1.07 -0.80 -2.20
H5 -2.53 1.13 -1.62
N1 -1.00 -0.27 -1.37
N2 -1.02 1.66 -0.23
N3 0.66 1.16 1.21

Order from most stable to least stable according to the calculation: arrangement w, arrangement y, arrangement x

Arrangement w

DFT (the ωB97M-V functional and the def2-TZVPD basis) results for a single C2H3BrF2 molecule.

Computed properties:
lowest unoccupied orbital energy	0.63	eV
highest occupied orbital energy	-11.0	eV
SMILES string	CC(F)(F)Br
spin multiplicity	1

Geometry (Å):
C1 0.12 0.61 0.55
C2 -0.02 -0.47 -0.56
F1 1.01 -1.26 -0.48
F2 0.09 0.15 -1.84
Br1 -1.73 -1.49 -0.62
H1 -0.86 1.11 0.81
H2 0.32 0.17 1.62
H3 1.06 1.17 0.53

Arrangement x

DFT (the ωB97M-V functional and the def2-TZVPD basis) results for a molecular structure, C2H3BrF2.

Computed properties:
lowest unoccupied orbital energy	0.85	eV
highest occupied orbital energy	-9.5	eV
spin multiplicity	1

Geometry (Å):
C1 -0.39 0.16 0.95
C2 0.41 -0.01 -0.88
F1 -0.51 -0.51 -1.68
F2 0.70 1.25 -1.26
Br1 -0.42 -1.65 1.49
H1 0.33 0.87 1.52
H2 -1.40 0.57 0.57
H3 1.28 -0.69 -0.69

Order from most stable to least stable according to the calculation: arrangement w, arrangement x

Arrangement w

DFT (the ωB97M-V functional and the def2-TZVPD basis) results for a molecular structure, C26H33BrN3O2RuS.

Computed properties:
lowest unoccupied orbital energy (alpha / beta)	-0.63 / -1.62	eV
highest occupied orbital energy (alpha / beta)	-5.4 / -7.9	eV
expectation value of S²	8.844
spin multiplicity	6

Geometry (Å):
Ru1 -0.71 0.22 1.03
Br1 -6.07 -2.98 -3.04
C1 -4.51 -2.22 -2.28
C2 -3.37 -2.08 -3.05
C3 -2.23 -1.55 -2.46
C4 -2.20 -1.16 -1.12
O1 -1.02 -0.70 -0.67
C5 -3.38 -1.28 -0.35
C6 -3.50 -0.92 1.04
N1 -2.58 -0.27 1.72
C7 -2.66 -0.04 3.08
C8 -3.59 -0.61 3.96
C9 -3.54 -0.30 5.32
C10 -2.60 0.57 5.84
C11 -1.64 1.16 4.99
C12 -0.65 2.06 5.42
C13 0.25 2.60 4.52
C14 0.20 2.20 3.20
N2 -0.72 1.33 2.75
C15 -1.66 0.84 3.61
C16 -4.52 -1.83 -0.96
H1 -3.36 -2.38 -4.09
H2 -1.33 -1.44 -3.04
H3 -4.43 -1.18 1.53
H4 -4.32 -1.31 3.60
H5 -4.26 -0.77 5.98
H6 -2.59 0.81 6.90
H7 -0.60 2.32 6.47
H8 1.01 3.30 4.84
H9 0.91 2.56 2.46
H10 -5.42 -1.94 -0.37
C17 1.46 3.57 -3.67
C18 0.56 2.34 -3.82
C19 0.41 1.56 -2.51
S1 1.71 0.35 -2.18
O2 3.01 1.03 -2.46
C20 1.37 -0.79 -3.59
C21 2.63 -1.06 -4.40
C22 3.67 -1.89 -3.65
H11 1.61 4.06 -4.63
H12 2.43 3.28 -3.27
H13 1.01 4.29 -2.99
H14 0.97 1.69 -4.60
H15 -0.43 2.65 -4.15
H16 -0.52 0.99 -2.45
H17 0.44 2.24 -1.65
H18 0.58 -0.36 -4.21
H19 1.00 -1.70 -3.13
H20 3.08 -0.10 -4.69
H21 2.34 -1.57 -5.32
H22 4.11 -1.31 -2.84
H23 4.47 -2.20 -4.31
H24 3.21 -2.79 -3.22
C23 3.42 0.52 1.54
C24 2.26 -0.45 1.31
C25 1.77 -1.04 2.65
C26 2.73 -1.61 0.41
N3 1.17 0.25 0.69
H25 4.26 0.00 2.00
H26 3.12 1.33 2.20
H27 3.74 0.95 0.59
H28 2.53 -1.71 3.05
H29 0.86 -1.62 2.52
H30 1.59 -0.25 3.39
H31 3.49 -2.19 0.94
H32 3.16 -1.23 -0.51
H33 1.89 -2.26 0.16

Arrangement x

DFT (the ωB97M-V functional and the def2-TZVPD basis) results for a molecular structure, C26H33BrN3O2RuS.

Computed properties:
lowest unoccupied orbital energy (alpha / beta)	-0.03 / -0.90	eV
highest occupied orbital energy (alpha / beta)	-5.2 / -7.4	eV
expectation value of S²	8.829
spin multiplicity	6

Geometry (Å):
Ru1 0.12 0.02 -1.16
Br1 -5.97 -3.78 0.49
C1 -4.27 -3.12 -0.06
C2 -3.70 -3.61 -1.23
C3 -2.45 -3.12 -1.60
C4 -1.78 -2.16 -0.84
O1 -0.53 -1.83 -1.21
C5 -2.39 -1.63 0.33
C6 -1.86 -0.59 1.17
N1 -0.86 0.22 0.82
C7 -0.44 1.30 1.51
C8 -0.86 1.67 2.80
C9 -0.35 2.82 3.41
C10 0.55 3.64 2.78
C11 0.99 3.33 1.47
C12 1.90 4.12 0.75
C13 2.28 3.77 -0.52
C14 1.74 2.61 -1.08
N2 0.88 1.85 -0.43
C15 0.49 2.16 0.84
C16 -3.65 -2.16 0.70
H1 -4.20 -4.36 -1.82
H2 -1.96 -3.49 -2.49
H3 -2.40 -0.39 2.09
H4 -1.56 1.05 3.34
H5 -0.69 3.06 4.41
H6 0.94 4.53 3.27
H7 2.30 5.01 1.22
H8 2.98 4.36 -1.08
H9 2.02 2.30 -2.08
H10 -4.13 -1.79 1.59
C17 5.07 -2.63 -0.86
C18 3.68 -3.27 -0.83
C19 2.56 -2.37 -1.34
S1 2.07 -1.04 -0.23
O2 3.24 -0.19 0.09
C20 1.57 -1.99 1.24
C21 2.55 -1.80 2.39
C22 2.34 -0.48 3.13
H11 5.83 -3.35 -0.54
H12 5.12 -1.76 -0.21
H13 5.32 -2.30 -1.87
H14 3.46 -3.63 0.18
H15 3.68 -4.16 -1.47
H16 1.63 -2.91 -1.52
H17 2.85 -1.86 -2.26
H18 1.48 -3.03 0.92
H19 0.58 -1.63 1.50
H20 3.58 -1.87 2.03
H21 2.40 -2.64 3.08
H22 2.51 0.37 2.46
H23 3.03 -0.39 3.97
H24 1.32 -0.41 3.52
C23 -3.31 1.84 -0.84
C24 -2.48 1.71 -2.14
C25 -3.36 1.16 -3.27
C26 -1.90 3.08 -2.52
N3 -1.41 0.81 -1.92
H25 -4.14 2.52 -1.01
H26 -2.69 2.23 -0.03
H27 -3.70 0.87 -0.55
H28 -4.20 1.84 -3.45
H29 -3.76 0.19 -3.00
H30 -2.78 1.06 -4.19
H31 -2.71 3.79 -2.69
H32 -1.31 3.00 -3.43
H33 -1.26 3.46 -1.72

Order from most stable to least stable according to the calculation: arrangement x, arrangement w